ORCA calculation (the ωB97M-V functional and the def2-TZVPD basis) on C17H16I2N2OPtSSi as an isolated structure.

CARTESIAN COORDINATES (ANGSTROEM)
Pt 0.800601 0.351896 -0.990468
I 5.580650 1.871325 -2.815826
C 3.776049 2.835634 -2.899930
C 3.639623 4.053407 -3.547319
C 2.420778 4.718790 -3.603167
I 2.348478 6.516451 -4.583930
C 1.238236 4.154385 -2.989922
C -0.036065 4.747959 -2.983520
C -1.085164 4.108182 -2.369225
C -0.873336 2.868019 -1.768636
N 0.323540 2.299389 -1.763938
C 1.366647 2.925342 -2.353341
C 2.641711 2.231017 -2.267987
O 2.698315 1.138167 -1.638781
H 4.506587 4.495526 -4.018765
H -0.185130 5.707154 -3.462683
H -2.072652 4.547266 -2.350320
H -1.678504 2.325242 -1.292428
C -2.077359 -4.246444 3.631175
Si -1.737025 -3.709979 1.900157
C -0.671191 -4.901078 0.966844
C -3.289928 -3.271661 0.991124
C -0.713056 -2.071462 2.060247
C -0.318792 -1.581915 3.312735
C 0.410859 -0.411191 3.442905
C 0.782332 0.316731 2.297733
N 0.425113 -0.104840 1.107898
C -0.312379 -1.259755 0.977051
S -0.671850 -1.493712 -0.669581
H -2.666580 -5.166378 3.606111
H -2.659993 -3.500753 4.177863
H -1.163787 -4.463701 4.191199
H -1.185442 -5.863187 0.897379
H 0.283340 -5.070791 1.471052
H -0.473432 -4.558605 -0.050674
H -3.925419 -4.157257 0.914212
H -3.085703 -2.922120 -0.024792
H -3.852160 -2.499224 1.521271
H -0.586579 -2.133662 4.205578
H 0.710083 -0.048682 4.417788
H 1.368564 1.224511 2.354931

Cartesian forces (eV/Å) of the 6 atoms listed first:
Pt 0.4 -0.2 -0.1
I 0.0 0.0 0.0
C 0.0 -0.2 0.1
C -0.2 0.0 0.0
C 0.0 0.1 -0.1
I 0.0 0.0 0.0

**<S²>**: 6.06
**Net charge**: +2
**2S+1**: 5
**ΔE to the lowest compared entry with this formula, charge and spin**: 0.0 kcal per mole
**Molar mass**: 773.37 u
**Lowest unoccupied orbital energy (spin up / spin down)**: -0.2470 / -0.3506 Ha
**Strongest force on any atom**: 0.44 eV/A

For each atom in turn, the Löwdin charge in e is: 1.093 1.132 -0.634 -0.196 -0.632 1.160 -0.178 0.014 0.013 -0.066 -0.048 -0.149 -0.387 -0.157 0.096 0.085 0.133 0.128 -0.170 0.507 -0.159 -0.167 -0.162 -0.015 0.035 -0.062 -0.137 -0.698 0.841 0.055 0.050 0.049 0.053 0.049 0.025 0.054 0.009 0.049 0.114 0.134 0.138


ORCA calculation (the ωB97M-V functional and the def2-TZVPD basis) on a 2-piece molecular cluster, C4H5IN2 overall at a distorted geometry.

CARTESIAN COORDINATES (ANGSTROEM)
C 1.747544 2.027800 -0.812191
C 0.745901 1.115533 -0.599924
N 0.705073 0.782451 0.782654
N -0.130706 0.559050 1.608036
I -2.207749 0.839292 1.028159
H 1.918261 2.472471 -1.813670
H 2.199596 2.413194 0.020078
H 0.083322 0.708292 -1.453356
C -1.735384 -2.945672 0.632844
C -0.769160 -2.551917 0.029011
H -2.674555 -3.109441 1.114884
H 0.117861 -2.311055 -0.536526

Cartesian forces (eV/Å) of the 6 atoms listed first:
C -3.1 -1.7 -2.8
C 1.1 1.5 -1.2
N -0.3 -0.9 0.4
N 0.6 0.3 -0.8
I -0.7 0.1 -0.2
H -0.1 -0.4 0.9

**SMILES**: C=C/N=N\I.C#C
**2S+1**: 1
**ΔE to the lowest compared entry with this formula, charge and spin**: 114.3 kcal per mole
**Molar mass**: 208.00 u
**Lowest unoccupied orbital energy**: -0.0137 Ha
**Strongest force on any atom**: 4.53 eV/A

For each atom in turn, the Löwdin charge in e is: 0.052 -0.226 -0.171 -0.318 0.478 0.077 0.027 0.123 -0.036 -0.047 0.020 0.022


Electronic energy values (in Ha) by entry order: -2243.93586 -562.43331.